(1)
Computed, not measured: a 11-piece molecular cluster, C32H62N14O4P2Si overall, with ωB97M-V/def2-TZVPD.

```
115
Properties=species:S:1:pos:R:3:lowdin_charge:R:1
C 4.249 -1.867 -0.797 -0.03
C 3.900 -1.226 0.531 -0.46
C 4.940 -1.295 1.608 -0.06
N 2.787 -0.657 0.725 0.03
Si 1.251 -1.337 0.548 0.22
C -0.099 -0.094 0.934 -0.17
C -0.536 0.935 -0.138 -0.69
N -0.586 2.258 0.512 0.04
N -1.854 0.593 -0.651 0.09
N 0.369 0.832 -1.297 0.08
O 1.164 -2.068 -0.921 -0.25
C -0.024 -2.547 -1.547 -0.22
C -0.582 -3.844 -0.945 -0.36
C 0.532 -4.885 -0.714 -0.10
C -1.659 -4.383 -1.901 -0.17
C -2.904 -3.480 -2.047 -0.40
C -4.144 -4.040 -1.300 -0.07
C -3.245 -3.193 -3.527 -0.08
P 1.196 -3.034 2.094 0.76
P 0.063 -2.433 3.824 0.17
O 0.212 -3.409 4.912 -0.33
O -1.432 -2.216 3.297 -0.18
O 0.455 -0.914 4.183 -0.24
H 3.764 -1.329 -1.617 0.08
H 3.885 -2.908 -0.806 0.06
H 5.338 -1.910 -0.945 0.08
H 5.075 -2.362 1.863 0.10
H 4.614 -0.738 2.495 0.06
H 5.924 -0.937 1.269 0.08
H -0.996 -0.639 1.252 0.06
H 0.277 0.444 1.822 0.07
H -1.032 2.922 -0.123 0.03
H 0.352 2.602 0.713 0.09
H -2.527 0.623 0.114 0.09
H -2.163 1.284 -1.334 0.04
H -0.003 1.389 -2.065 0.04
H 1.259 1.266 -1.045 0.08
H -0.769 -1.734 -1.528 0.10
H 0.230 -2.730 -2.608 0.14
H -1.098 -3.618 0.010 0.13
H 0.417 -5.394 0.253 0.06
H 1.528 -4.426 -0.732 0.05
H 0.487 -5.665 -1.496 0.07
H -1.170 -4.512 -2.887 0.11
H -1.961 -5.390 -1.566 0.11
H -2.661 -2.512 -1.577 0.11
H -4.024 -5.107 -1.057 0.07
H -5.066 -3.946 -1.892 0.07
H -4.327 -3.521 -0.346 0.07
H -2.337 -3.169 -4.150 0.07
H -3.913 -3.958 -3.955 0.08
H -3.739 -2.215 -3.634 0.07
H 2.415 -2.842 2.775 -0.12
H -1.667 -1.297 3.194 0.05
H 0.805 -0.835 5.093 0.02
C 1.605 2.209 5.113 -0.07
C 2.992 2.647 5.077 -0.26
N 4.087 2.998 5.008 0.13
H 1.446 1.488 4.310 0.07
H 1.403 1.708 6.059 0.08
H 0.920 3.044 4.975 0.03
C 0.385 6.990 4.646 -0.06
C -0.225 5.665 4.657 -0.26
N -0.727 4.631 4.601 0.14
H -0.279 7.703 5.135 0.09
H 1.338 6.967 5.173 0.08
H 0.542 7.303 3.615 0.05
C 6.017 1.714 2.438 -0.08
C 6.096 2.108 1.035 -0.28
N 6.151 2.415 -0.072 0.12
H 5.605 0.707 2.509 0.02
H 7.011 1.728 2.884 0.09
H 5.376 2.398 2.994 0.05
C -1.206 4.715 1.158 -0.09
C -0.717 6.093 1.211 -0.26
N -0.322 7.173 1.258 0.12
H -2.295 4.711 1.150 0.10
H -0.839 4.228 0.256 0.04
H -0.860 4.170 2.036 0.06
C -3.510 1.827 -5.048 -0.08
C -3.077 2.603 -3.900 -0.30
N -2.775 3.229 -2.983 0.12
H -2.757 1.068 -5.266 0.06
H -4.476 1.363 -4.842 0.04
H -3.625 2.479 -5.914 0.09
C -7.739 0.378 -2.977 -0.06
C -7.310 1.285 -4.036 -0.26
N -6.954 2.016 -4.850 0.14
H -7.704 -0.649 -3.335 0.08
H -7.078 0.486 -2.118 0.08
H -8.756 0.627 -2.675 0.09
C -6.570 4.918 -3.013 -0.07
C -6.947 4.139 -1.837 -0.29
N -7.250 3.527 -0.910 0.12
H -7.011 5.913 -2.985 0.08
H -5.486 5.005 -3.074 0.07
H -6.930 4.388 -3.896 0.05
C 2.365 1.800 -4.501 -0.05
C 0.923 1.581 -4.533 -0.26
N -0.219 1.452 -4.544 0.16
H 2.877 0.846 -4.621 0.09
H 2.660 2.475 -5.304 0.09
H 2.647 2.238 -3.544 0.08
C 5.209 -0.107 6.109 -0.05
C 3.780 -0.392 6.049 -0.22
N 2.653 -0.615 5.998 0.18
H 5.382 0.906 5.746 0.05
H 5.554 -0.185 7.139 0.09
H 5.751 -0.825 5.494 0.08
C 3.820 -6.938 -2.386 -0.07
C 4.325 -6.123 -1.285 -0.28
N 4.754 -5.471 -0.441 0.14
H 4.609 -7.598 -2.743 0.08
H 2.976 -7.536 -2.044 0.08
H 3.492 -6.292 -3.199 0.08
```

SMILES string   CC(C)=N[Si@@](CC(N)(N)N)(OC[C@H](C)CC(C)C)PP(=O)(O)O.CC#N.CC#N.CC#N.CC#N.CC#N.CC#N.CC#N.CC#N.CC#N.CC#N
Electronic energy   -89698.1153 eV

(2)
Computed, not measured: CH2N4O3 in the gas phase, with ωB97M-V/def2-TZVPD.

```
10
Properties=species:S:1:pos:R:3:lowdin_charge:R:1
N 1.568 0.997 2.441 0.16
C 1.388 0.514 1.415 -0.27
N 0.995 -0.050 0.231 0.05
N -0.396 -0.086 0.132 -0.13
O -0.934 -1.322 0.257 0.02
N -0.758 0.578 -1.090 -0.39
O -0.051 1.444 -1.468 0.15
O -1.759 0.131 -1.537 0.11
H 1.531 -0.903 0.188 0.15
H -1.583 -1.302 -0.569 0.15
```

SMILES string   N#CNN(O)[N+](=O)[O-]
Energy above the lowest of the compared OMol25 structures with the same formula, charge and spin   1.9606 eV

(3)
Computed, not measured: C4H3NO in the gas phase, with ωB97M-V/def2-TZVPD.

```
9
Properties=species:S:1:pos:R:3:lowdin_charge:R:1
C 2.275 0.041 -0.314 0.12
C 1.139 -0.325 -0.135 -0.12
C -0.216 -0.765 0.026 -0.12
N -1.099 -0.476 1.553 0.29
C -1.258 0.090 0.462 -0.57
O -2.066 0.935 -0.168 0.12
H 3.292 0.350 -0.424 0.03
H -0.529 -1.600 -0.608 0.13
H -1.503 1.673 -0.435 0.13
```

SMILES string   C#C[C@H]1N=C1O
Energy above the lowest of the compared OMol25 structures with the same formula, charge and spin   3.1594 eV

(4)
Computed, not measured: C34H36Cl2F3N8Nd as an isolated structure, with ωB97M-V/def2-TZVPD.

```
84
Properties=species:S:1:pos:R:3:lowdin_charge:R:1
Nd 0.663 0.113 -0.837 1.69
C 3.298 -0.504 -3.085 -0.13
C 3.631 1.020 -2.861 -0.08
C 2.515 1.888 -3.373 -0.25
C 2.623 2.695 -4.521 0.02
C 1.510 3.311 -5.105 -0.01
C 0.373 3.368 -4.306 -0.02
C 0.356 2.660 -3.089 -0.14
N 1.353 1.909 -2.632 -0.02
N 2.856 -1.187 -1.814 -0.25
C 3.938 -1.169 -0.833 -0.14
C 3.772 -0.351 0.410 -0.23
C 4.783 -0.163 1.305 -0.01
C 4.696 0.788 2.327 -0.01
C 3.500 1.456 2.540 -0.03
C 2.413 1.110 1.746 -0.12
N 2.539 0.272 0.701 -0.07
C 2.373 -2.552 -2.113 -0.13
C 1.179 -2.544 -3.061 -0.26
C 0.893 -3.567 -3.949 0.01
C -0.131 -3.374 -4.854 -0.03
C -0.936 -2.279 -4.763 -0.03
C -0.657 -1.316 -3.818 -0.17
N 0.389 -1.456 -3.000 -0.03
H 4.167 -1.049 -3.517 0.15
H 2.430 -0.605 -3.709 0.10
H 4.513 1.144 -3.471 0.12
H 3.745 1.288 -1.802 0.12
H 3.585 2.674 -4.981 0.11
H 1.594 3.802 -6.037 0.11
H -0.421 3.972 -4.706 0.11
H -0.523 2.756 -2.462 0.09
H 4.872 -0.822 -1.360 0.15
H 4.182 -2.218 -0.488 0.16
H 5.635 -0.799 1.331 0.12
H 5.530 0.927 3.013 0.13
H 3.496 2.235 3.312 0.13
H 1.362 1.434 1.954 0.09
H 2.076 -2.963 -1.128 0.09
H 3.212 -3.216 -2.421 0.15
H 1.401 -4.520 -3.900 0.13
H -0.222 -4.196 -5.593 0.14
H -1.878 -2.181 -5.293 0.13
H -1.120 -0.321 -3.743 0.06
F -4.493 4.819 6.125 0.09
C -3.394 5.297 5.379 -0.54
F -3.722 6.558 5.011 0.15
F -2.350 5.393 6.205 0.15
C -3.119 4.372 4.265 -0.10
C -3.903 4.313 3.093 0.02
C -3.419 3.634 1.966 0.00
C -2.198 2.928 2.092 -0.28
C -1.581 2.771 3.322 -0.02
C -1.922 3.620 4.350 0.02
C -1.512 2.334 1.013 -0.17
C -0.625 1.697 0.368 -0.25
H -4.904 4.860 3.050 0.16
H -3.898 3.628 0.951 0.12
H -0.700 2.131 3.371 0.11
H -1.251 3.755 5.177 0.12
Cl -2.537 0.030 -1.703 0.48
C -3.572 1.580 -1.315 -0.93
Cl -5.251 1.370 -1.325 0.66
H -3.298 2.275 -2.088 0.03
H -3.178 1.860 -0.339 -0.04
C -3.750 -3.842 2.150 -0.08
C -2.514 -4.117 3.029 -0.41
C -2.384 -2.975 4.099 -0.04
C -1.244 -4.561 2.361 -0.11
N -0.476 -3.496 1.718 -0.05
C -0.790 -2.528 0.828 -0.08
N 0.302 -1.946 0.348 -0.13
N 1.357 -2.598 1.016 0.01
N 0.893 -3.496 1.823 0.12
H -4.587 -3.897 2.899 0.11
H -4.005 -4.622 1.438 0.08
H -3.748 -2.855 1.673 0.06
H -2.788 -5.112 3.489 0.15
H -2.966 -2.076 3.701 0.10
H -1.363 -2.670 4.243 0.06
H -2.793 -3.346 5.032 0.08
H -1.497 -5.235 1.546 0.14
H -0.609 -5.101 3.047 0.14
H -1.774 -2.224 0.578 0.12
```

Energy above the lowest of the compared OMol25 structures with the same formula, charge and spin   1.9023 eV
Net charge   +2
Spin multiplicity   4

(5)
Computed, not measured: C12H27Cl2N2OP2Pm as an isolated structure, with ωB97M-V/def2-TZVPD.

```
47
Properties=species:S:1:pos:R:3:lowdin_charge:R:1
C 1.233 -0.039 -4.393 0.01
C 1.131 -0.037 -2.928 -0.26
H 2.326 0.071 -4.627 0.14
H 0.619 0.805 -4.790 0.13
H 0.804 -0.999 -4.789 0.14
O 1.826 -0.026 -1.940 0.03
Cl -1.702 -0.643 -2.609 0.15
Pm -0.272 -0.123 -0.610 0.87
P -0.051 2.761 -0.601 0.70
C 1.065 3.973 0.160 -0.26
C 0.140 3.282 -2.367 -0.27
H -0.015 4.369 -2.468 0.07
H -1.632 4.583 -0.570 0.07
H -0.588 2.741 -2.992 0.04
H -2.476 2.982 -0.709 0.04
H 2.085 3.778 -0.183 0.06
H 1.159 3.024 -2.700 0.04
C -1.673 3.545 -0.213 -0.26
H 0.745 4.966 -0.171 0.07
H -1.869 3.519 0.868 0.04
H 1.043 3.914 1.252 0.03
P 0.241 -3.011 -0.318 0.69
C 1.427 -3.881 0.760 -0.26
C -1.306 -3.889 0.138 -0.25
H 0.034 -3.402 -2.720 0.03
H 0.426 -4.933 -1.850 0.07
H 1.705 -3.692 -2.124 0.05
C 0.635 -3.853 -1.914 -0.27
H -2.149 -3.439 -0.399 0.04
H -1.183 -4.945 -0.132 0.06
H 1.222 -4.957 0.720 0.07
H 1.349 -3.525 1.792 0.04
H -1.500 -3.793 1.214 0.05
H 2.439 -3.679 0.395 0.05
Cl -2.761 -0.067 0.188 -0.08
C -0.082 2.205 3.063 0.00
C -0.362 0.771 3.137 -0.38
N -0.276 -0.201 2.209 -0.04
C -0.440 -1.412 2.890 -0.14
C -0.709 -1.158 4.215 -0.04
N -0.637 0.214 4.345 0.11
H -0.256 2.662 4.045 0.11
H 0.973 2.341 2.791 0.09
H -0.740 2.665 2.321 0.05
H -0.288 -2.367 2.382 0.05
H -0.939 -1.833 5.014 0.12
H -0.721 0.732 5.219 0.18
```

Electronic energy   -78073.1053 eV
Net charge   +2
Spin multiplicity   5

(6)
Computed, not measured: a 4-piece molecular cluster, C5H16N2O overall, with ωB97M-V/def2-TZVPD.

```
24
Properties=species:S:1:pos:R:3:lowdin_charge:R:1
N -3.813 3.589 -1.394 0.01
C -0.803 -0.110 1.007 -0.25
C -0.701 -0.163 -0.476 -0.11
C -1.867 0.300 1.699 0.00
N 2.723 -1.782 1.040 -0.01
C 3.897 -0.995 1.119 -0.14
C 2.651 -2.691 -0.054 -0.10
H -3.493 4.379 -1.927 -0.01
H -3.601 3.677 -0.415 -0.01
H 0.035 -0.501 1.604 0.08
H -1.761 0.196 -0.867 0.04
H -0.410 -1.167 -0.797 0.06
H 0.012 0.571 -0.855 0.08
H -2.529 0.882 1.058 0.06
H -1.850 0.431 2.770 0.05
H 3.918 -0.308 0.255 0.11
H 3.958 -0.398 2.023 0.08
H 4.828 -1.577 1.026 0.10
H 2.660 -1.751 -0.679 0.13
H 1.664 -3.138 -0.111 0.08
H 3.417 -3.461 -0.144 0.10
H -3.488 2.682 -1.733 -0.05
H -2.742 0.344 -2.432 -0.02
O -2.705 0.991 -1.716 -0.26
```

Energy above the lowest of the compared OMol25 structures with the same formula, charge and spin   9.7602 eV

In the order shown, the computed F_max values come out to 1.434, 2.896, 1.749, 4.513, 4.262, 2.172 eV/Å.